17
Properties=species:S:1:pos:R:3:forces:R:3 method="wB97M-V/def2-TZVPD" lumo_energy_ev=0.74 e_above_lowest_kj_mol=387.7 charge=0 gap_ha=0.32328 multiplicity=1 mol_weight_g_mol=98.15
C 0.20943 2.77036 1.00523 -0.454 0.766 -1.545
C -1.46381 -2.02529 -0.79681 -0.322 -0.316 0.397
C 0.95002 -0.84574 -1.03562 -2.328 -1.568 0.002
C -0.54397 -1.16452 -0.01859 3.947 0.573 -3.509
C 0.66175 0.35054 1.13390 -2.883 -0.131 0.698
N -0.66600 -0.57349 1.04662 1.233 2.371 1.689
N 0.76453 1.49972 0.70491 0.663 -1.135 2.188
H 1.32188 -0.17990 1.81374 0.818 -0.444 -0.646
H 0.24336 3.34396 0.06935 -0.123 0.260 0.376
H 0.80930 3.30630 1.75099 -0.004 -0.211 -0.104
H -0.83119 2.73995 1.33693 -0.031 -0.157 0.006
H -1.84988 -1.47571 -1.66167 0.034 -0.013 0.186
H -2.28492 -2.33935 -0.14909 -0.072 0.007 -0.189
H -0.94045 -2.90218 -1.17675 -0.014 -0.014 0.031
H 1.22854 -1.84612 -1.36461 -0.103 -0.088 -0.258
H 0.50260 -0.30696 -1.87422 0.157 -0.034 -0.062
H 1.88880 -0.35157 -0.78432 -0.520 0.133 0.741